(a)
{
  "formula": "H14NaO7",
  "method": "ωB97M-V with the def2-TZVPD basis set",
  "symbols": ["Na", "O", "H", "H", "O", "H", "H", "O", "H", "H", "O", "H", "H", "O", "H", "H", "O", "H", "H", "O", "H", "H"],
  "positions_angstrom": [[0.378, -0.379, 0.125], [0.802, 0.790, 2.132], [0.920, 1.730, 1.942], [1.311, 0.593, 2.958], [-1.718, -1.263, 1.285], [-1.267, -2.034, 1.626], [-2.396, -1.684, 0.738], [-1.244, 1.265, -0.622], [-1.069, 2.061, -0.133], [-2.196, 1.269, -0.508], [1.083, -2.300, 1.586], [0.955, -2.103, 2.520], [0.672, -3.105, 1.372], [-0.689, -1.814, -1.550], [-1.025, -1.121, -2.195], [-1.485, -2.216, -1.249], [0.297, 2.010, -2.631], [-0.199, 1.680, -1.889], [0.584, 2.919, -2.391], [2.029, 0.948, -0.849], [2.468, 1.742, -0.473], [1.782, 1.014, -1.796]],
  "charge": 1,
  "homo_energy_ev": -14.50,
  "orbital_gap_ev": 11.02
}

=====

(b)
{
  "formula": "H14NaO7",
  "method": "ωB97M-V with the def2-TZVPD basis set",
  "symbols": ["Na", "O", "H", "H", "O", "H", "H", "O", "H", "H", "O", "H", "H", "O", "H", "H", "O", "H", "H", "O", "H", "H"],
  "positions_angstrom": [[0.427, -0.176, -0.102], [-2.019, 2.075, -1.583], [-1.214, 2.260, -1.077], [-2.460, 2.929, -1.656], [-2.356, -0.665, 0.260], [-2.119, -1.072, 1.103], [-3.000, 0.016, 0.495], [0.033, -2.861, -0.087], [-0.899, -3.069, 0.065], [0.364, -3.607, -0.601], [0.362, 2.683, 0.072], [0.229, 3.294, 0.810], [1.196, 2.959, -0.338], [1.402, -0.572, -2.539], [1.019, -0.831, -3.388], [2.151, -1.167, -2.410], [-0.306, 0.630, 2.377], [-0.525, 0.464, 3.303], [0.224, 1.435, 2.393], [2.270, -1.260, 1.005], [3.217, -1.275, 0.815], [2.005, -2.189, 1.083]],
  "charge": 1,
  "homo_energy_ev": -13.90,
  "orbital_gap_ev": 10.72
}

=====

Which of them is the most stable, and which is the least stable? (b) and (a), in that order.

=====

(a)
{
  "formula": "C5H18O3",
  "method": "ωB97M-V with the def2-TZVPD basis set",
  "symbols": ["C", "C", "C", "C", "C", "H", "H", "H", "H", "H", "H", "H", "H", "H", "H", "H", "H", "H", "H", "O", "H", "H", "O", "H", "H", "O"],
  "positions_angstrom": [[0.485, -0.623, 2.503], [-0.277, -0.482, 1.249], [-0.137, -1.617, 0.140], [-0.506, -1.268, -1.363], [-2.005, -0.833, -1.537], [0.550, -1.628, 2.949], [0.100, -0.066, 3.361], [1.598, -0.457, 2.287], [0.097, 0.351, 0.680], [-1.245, -0.294, 1.622], [0.824, -2.013, 0.152], [-0.839, -2.325, 0.256], [0.249, -0.618, -1.821], [-0.324, -2.294, -1.747], [-2.051, -0.383, -2.485], [-2.622, -1.798, -1.614], [-2.171, -0.122, -0.791], [4.075, -0.300, 1.796], [4.184, -0.771, 0.290], [4.324, -0.038, 0.908], [1.133, 1.897, 0.564], [1.747, 2.539, -0.644], [0.945, 2.563, -0.144], [-2.440, 3.839, -1.566], [-2.613, 3.233, -2.877], [-3.081, 3.508, -2.167]],
  "charge": -1,
  "spin_multiplicity": 2,
  "homo_energy_ev": [0.82, -7.18],
  "orbital_gap_ev": [2.47, 10.37]
}

=====

(b)
{
  "formula": "C5H18O3",
  "method": "ωB97M-V with the def2-TZVPD basis set",
  "symbols": ["C", "C", "C", "C", "C", "H", "H", "H", "H", "H", "H", "H", "H", "H", "H", "H", "H", "H", "H", "O", "H", "H", "O", "H", "H", "O"],
  "positions_angstrom": [[1.587, -0.458, -0.829], [0.311, -0.331, 0.114], [0.300, 0.678, 1.302], [1.076, 2.119, 1.114], [1.655, 0.537, -2.018], [2.455, -0.341, -0.154], [1.608, -1.468, -1.258], [0.120, -1.258, 0.640], [-0.605, 0.025, -0.554], [0.534, 0.226, 2.226], [-0.827, 0.982, 1.440], [1.058, 2.354, 0.023], [0.465, 2.859, 1.686], [2.080, 2.059, 1.370], [2.615, 0.171, -2.591], [0.782, 0.464, -2.777], [1.820, 1.440, -1.547], [-3.196, -1.947, -1.377], [-2.099, -1.814, -0.261], [-2.397, -1.491, -1.201], [-0.971, -4.407, -0.380], [0.463, -3.758, -0.912], [-0.409, -3.612, -0.412], [-2.294, 2.707, 2.400], [-2.966, 1.778, 1.669], [-3.163, 2.490, 2.288]],
  "charge": -1,
  "spin_multiplicity": 2,
  "homo_energy_ev": [0.73, -6.75],
  "orbital_gap_ev": [2.42, 9.84]
}

=====

Which of them is the most stable, and which is the least stable? (a) and (b), in that order.

=====

(a)
{
  "formula": "C4H6N3O",
  "method": "ωB97M-V with the def2-TZVPD basis set",
  "symbols": ["C", "C", "C", "C", "N", "N", "N", "O", "H", "H", "H", "H", "H", "H"],
  "positions_angstrom": [[0.650, 0.399, -0.331], [-1.416, 1.332, 0.502], [1.385, -0.321, -1.192], [-1.131, -1.073, 1.069], [-1.200, -1.192, -0.421], [0.867, 1.555, 0.396], [-0.747, 0.083, 0.087], [-0.347, 2.117, 0.549], [0.962, -1.171, -1.667], [2.423, 0.146, -1.405], [-2.184, -0.907, 1.314], [-0.468, -1.733, 1.558], [-0.408, -1.476, -0.917], [1.613, 2.240, 0.458]],
  "charge": 1,
  "homo_energy_ev": -14.24,
  "orbital_gap_ev": 9.22
}

=====

(b)
{
  "formula": "C4H6N3O",
  "method": "ωB97M-V with the def2-TZVPD basis set",
  "symbols": ["C", "N", "O", "C", "N", "C", "C", "N", "H", "H", "H", "H", "H", "H"],
  "positions_angstrom": [[2.027, 0.848, -0.027], [1.180, -0.256, -0.001], [1.852, -1.566, -0.093], [-0.126, -0.330, -0.030], [-0.970, 0.717, 0.096], [-2.175, 0.260, 0.182], [-2.168, -1.069, 0.010], [-0.933, -1.482, -0.141], [1.352, 1.686, 0.257], [2.326, 1.111, -1.085], [2.893, 0.773, 0.668], [-2.996, 0.932, 0.038], [-2.946, -1.810, 0.106], [-0.720, -2.440, -0.233]],
  "smiles": "C[N+](=O)c1ncc[nH]1",
  "charge": 1,
  "homo_energy_ev": [-15.76, -14.47],
  "orbital_gap_ev": [8.37, 7.56]
}

=====

(c)
{
  "formula": "C4H6N3O",
  "method": "ωB97M-V with the def2-TZVPD basis set",
  "symbols": ["H", "N", "N", "C", "N", "C", "C", "C", "O", "H", "H", "H", "H", "H"],
  "positions_angstrom": [[0.719, 3.092, 0.225], [0.540, 2.113, 0.092], [-0.667, 1.702, 0.240], [-0.997, 0.450, -0.004], [-0.089, -0.524, -0.111], [-0.656, -1.853, 0.035], [1.104, -0.257, -0.362], [2.376, -0.378, -0.503], [3.552, -0.427, -0.620], [-1.468, 2.428, 0.347], [-1.990, 0.147, 0.489], [0.166, -2.462, 0.360], [-1.105, -2.214, -0.871], [-1.486, -1.819, 0.680]],
  "smiles": "[H]/N=[NH+]/C=[N+](/C)C#C[O-]",
  "charge": 1,
  "homo_energy_ev": [-13.37, -13.39],
  "orbital_gap_ev": [7.05, 7.05]
}

=====

(d)
{
  "formula": "C4H6N3O",
  "method": "ωB97M-V with the def2-TZVPD basis set",
  "symbols": ["C", "C", "C", "O", "N", "N", "C", "N", "H", "H", "H", "H", "H", "H"],
  "positions_angstrom": [[0.808, 2.213, 0.007], [1.097, 1.010, 0.804], [1.290, -0.096, -0.218], [1.731, -0.640, -1.146], [0.162, -0.149, 0.576], [-1.052, -0.546, 0.448], [-1.407, -1.610, 0.012], [-1.993, -2.615, -0.451], [0.173, 1.976, -0.823], [1.834, 2.515, -0.366], [0.378, 2.972, 0.648], [1.532, 1.134, 1.817], [-2.093, -2.850, -1.411], [-2.461, -3.314, 0.102]],
  "smiles": "C[C@@H]1C(=O)N1N=C=[NH2+]",
  "charge": 1,
  "homo_energy_ev": -14.38,
  "orbital_gap_ev": 9.80
}

=====

Which of them is the most stable, and which is the least stable? (b) and (a), in that order.

=====

(a)
{
  "formula": "C3H3ClO2",
  "method": "ωB97M-V with the def2-TZVPD basis set",
  "symbols": ["C", "C", "C", "O", "O", "Cl", "H", "H", "H"],
  "positions_angstrom": [[-1.167, 0.633, 0.119], [0.180, -0.021, 0.372], [0.185, -2.289, -0.472], [-0.158, 0.598, -0.850], [0.260, -1.450, 0.501], [-2.463, -0.462, -0.004], [-1.520, 1.557, 0.441], [0.861, 0.533, 1.009], [0.020, -1.641, -1.376]],
  "charge": 0,
  "homo_energy_ev": -8.97,
  "orbital_gap_ev": 9.56
}

=====

(b)
{
  "formula": "C3H3ClO2",
  "method": "ωB97M-V with the def2-TZVPD basis set",
  "symbols": ["C", "C", "Cl", "O", "C", "O", "H", "H", "H"],
  "positions_angstrom": [[1.119, -0.121, 0.060], [-0.355, -0.350, -0.136], [-0.952, -1.895, 0.252], [-1.002, 0.353, -1.253], [-1.257, 0.802, -0.070], [-1.987, 1.638, 0.640], [1.398, -0.349, 1.070], [1.289, 0.881, -0.101], [1.747, -0.958, -0.463]],
  "smiles": "C[C@]1(Cl)OC1=O",
  "charge": 0,
  "homo_energy_ev": -10.33,
  "orbital_gap_ev": 10.96
}

=====

Which of them is the most stable, and which is the least stable? (b) and (a), in that order.